# C16H30B3Cl14FN2O8S

A molecular structure, C16H30B3Cl14FN2O8S at a distorted geometry (wB97M-V/def2-TZVPD, the Open Molecules 2025 dataset).

Last column: Löwdin charge in e.
Cartesian coordinates (Å):
O 4.366849 -1.045729 -0.696169  0.2609
C 3.297680 -1.419107 -0.510221  -0.2577
N 2.198105 -1.861702 -0.120497  0.3156
B 1.135990 -1.016190 -0.631453  -0.5881
O -0.214964 -1.344274 -0.470915  0.3303
B -0.914549 -0.232992 -0.030802  -0.4255
C -2.472169 -0.398877 0.250335  -0.0806
O -3.193825 0.695923 -0.336871  -0.1217
N -4.539831 0.634413 0.000893  -0.0317
O -5.071765 1.628031 -0.334306  0.0317
O -0.314206 1.023937 0.212932  0.2927
B 0.926495 1.161689 -0.331622  -0.5167
S 2.141292 2.534065 0.135834  0.7452
O 1.523928 3.541580 0.946675  -0.2485
O 2.763365 2.969223 -1.085771  -0.2582
F 3.269611 1.797247 0.997844  -0.1549
O 1.377502 0.239458 -1.262005  0.2862
H -2.698416 -0.555693 1.308463  0.1003
H -2.799749 -1.309772 -0.272753  0.1273
Cl 1.497033 -4.622229 1.506391  0.5611
C 2.377586 -5.827678 0.534602  -0.6498
C 2.049590 -5.721733 -0.933918  -0.6663
Cl 0.375640 -6.217661 -1.286645  0.5454
H 2.140097 -6.813416 0.927373  0.0684
H 3.440532 -5.644670 0.687794  0.0724
H 2.703152 -6.380266 -1.504427  0.0724
H 2.181997 -4.705173 -1.296843  0.0512
Cl -2.532785 1.944634 2.531886  0.6275
C -2.802913 3.399500 1.536705  -0.6267
C -3.152069 4.601523 2.376843  -0.6550
Cl -4.762041 4.449621 3.126789  0.5383
H -3.584125 3.174579 0.816762  0.0440
H -1.877713 3.585311 0.992210  0.0765
H -3.175904 5.490806 1.748942  0.0739
H -2.425104 4.759110 3.169919  0.0683
Cl -7.748208 -1.097898 -0.436483  0.5338
C -8.771998 -0.465613 0.878452  -0.6631
C -8.116522 0.677744 1.612066  -0.6619
Cl -6.707474 0.146640 2.561647  0.5401
H -9.001579 -1.289568 1.549731  0.0658
H -9.699783 -0.124546 0.421373  0.0709
H -8.824805 1.117354 2.313017  0.0714
H -7.784289 1.453846 0.926052  0.0622
Cl 0.443610 -3.113445 4.392700  0.5227
C 2.143966 -3.127691 4.926797  -0.6653
C 2.538419 -1.839022 5.602026  -0.6573
Cl 2.597934 -0.471836 4.457596  0.5361
H 2.766051 -3.330066 4.057474  0.0524
H 2.247344 -3.958089 5.622048  0.0118
H 3.535315 -1.939990 6.028259  0.0742
H 1.847514 -1.579127 6.400356  0.0690
Cl 2.549835 -6.121655 7.229015  0.5503
C 0.771444 -6.256937 7.150813  -0.6521
C 0.315293 -7.692081 7.075191  -0.6642
Cl 0.742110 -8.449848 5.520591  0.5402
H 0.428231 -5.682951 6.292015  0.0484
H 0.378533 -5.791717 8.053576  0.0758
H -0.769093 -7.735578 7.163565  0.0737
H 0.750437 -8.290591 7.871904  0.0673
Cl 1.600665 4.117034 -5.191382  0.5360
C 3.166414 4.276854 -4.352332  -0.6667
C 3.986590 5.418014 -4.896772  -0.6575
Cl 4.563813 5.097478 -6.553555  0.5362
H 3.692192 3.329481 -4.440286  0.0712
H 2.946268 4.448991 -3.300145  0.0558
H 4.868880 5.565731 -4.276242  0.0739
H 3.418666 6.344962 -4.912195  0.0688
Cl 0.800302 4.771647 -10.735956  0.5339
C 2.375882 4.931912 -9.916886  -0.6768
C 3.190368 6.074893 -10.467293  -0.6693
Cl 3.752724 5.762942 -12.130051  0.5320
H 2.901680 3.985146 -10.012927  0.0687
H 2.168956 5.103660 -8.861341  0.0536
H 4.078269 6.218862 -9.853274  0.0619
H 2.621697 7.001534 -10.473136  0.0681

Forces on the atoms, in the same order (eV/Å):
0.1 -0.1 -0.5
-0.3 -0.5 1.5
0.3 1.3 -1.8
-0.8 -1.0 -0.6
1.0 1.4 0.7
-1.6 -0.2 0.3
0.1 -0.9 -1.0
0.4 0.2 0.4
-0.2 0.7 -0.2
0.0 -0.6 0.1
1.1 -0.4 -0.3
-0.5 -0.8 -0.8
0.0 2.2 -0.6
0.4 -1.0 0.2
0.0 -0.7 0.6
-0.8 0.1 -0.4
0.6 0.1 1.7
0.0 0.3 0.0
0.1 0.1 0.2
0.0 -0.1 0.1
0.1 0.0 0.0
0.1 0.0 -0.1
0.0 0.0 0.0
-0.1 0.0 0.0
0.0 0.0 -0.1
0.0 0.0 0.0
-0.1 0.0 0.1
-0.1 0.1 0.2
0.1 0.1 -0.1
0.1 0.1 0.0
0.0 0.0 0.0
-0.1 0.0 0.0
0.0 0.0 0.1
0.0 0.0 0.0
0.0 -0.1 0.0
0.0 0.0 0.0
-0.1 0.0 0.0
-0.1 0.1 0.0
0.0 0.0 0.0
0.1 0.0 0.0
0.0 0.0 0.0
0.0 -0.1 0.0
0.1 -0.1 0.0
-0.1 0.0 0.0
0.1 -0.1 0.0
0.0 -0.1 0.1
0.0 0.0 0.0
-0.1 0.0 -0.1
0.0 0.1 0.1
0.0 0.0 -0.1
0.0 0.0 -0.1
0.0 0.0 0.0
-0.2 0.1 0.0
-0.1 0.0 0.1
0.0 0.0 0.0
0.1 -0.1 0.0
0.0 -0.1 0.0
0.0 0.1 0.0
0.1 0.0 0.0
0.0 0.0 0.0
0.0 0.0 0.2
0.0 0.1 0.1
0.0 0.0 -0.1
0.0 0.0 -0.1
0.0 0.0 0.0
0.0 -0.1 0.0
0.0 0.0 -0.1
0.0 0.0 0.0
0.0 0.0 0.2
0.0 0.0 0.1
0.0 0.0 0.0
0.0 0.0 -0.1
0.0 0.0 0.0
0.0 -0.1 0.0
0.0 0.0 -0.1

Its total energy is -227341.26790 eV. The HOMO-LUMO gap comes out at 9.5428 eV.